{
  "formula": "C20H39EuNO5S",
  "method": "ωB97M-V/def2-TZVPD",
  "lumo_ev": [-10.730, -8.147],
  "e_tot_ev": -63240.820,
  "total_charge": 3,
  "multiplicity": 7,
  "homo_lumo_gap_ev": [7.585, 10.167],
  "species": ["Eu", "C", "O", "C", "C", "O", "C", "C", "O", "C", "H", "H", "H", "H", "H", "H", "H", "H", "H", "H", "H", "H", "H", "H", "O", "C", "C", "C", "C", "C", "C", "C", "C", "N", "H", "H", "H", "H", "H", "H", "H", "H", "H", "H", "H", "C", "C", "C", "S", "O", "C", "C", "C", "H", "H", "H", "H", "H", "H", "H", "H", "H", "H", "H", "H", "H", "H"],
  "positions_angstrom": [[-0.12, -0.02, -0.95], [-2.23, 0.97, -3.56], [-1.45, 1.40, -2.42], [-1.12, 2.81, -2.48], [-0.49, 3.20, -1.17], [0.54, 2.26, -0.78], [1.90, 2.51, -1.20], [2.17, 1.89, -2.55], [1.69, 0.53, -2.50], [2.07, -0.23, -3.68], [-3.18, 1.51, -3.57], [-2.41, -0.10, -3.45], [-1.68, 1.16, -4.48], [-2.03, 3.39, -2.63], [-0.47, 2.97, -3.34], [-1.22, 3.18, -0.36], [-0.07, 4.20, -1.23], [2.53, 2.06, -0.43], [2.10, 3.58, -1.21], [3.25, 1.89, -2.73], [1.69, 2.41, -3.37], [3.14, -0.18, -3.81], [1.56, 0.18, -4.55], [1.77, -1.26, -3.50], [-2.32, -0.96, -0.70], [-2.20, -2.33, -0.18], [-2.01, -3.32, -1.31], [-0.78, -3.03, -2.17], [0.54, -3.20, -1.47], [1.13, -4.45, -1.34], [2.34, -4.56, -0.68], [2.95, -3.43, -0.16], [2.30, -2.22, -0.31], [1.12, -2.10, -0.95], [-3.22, -0.78, -0.99], [-3.09, -2.55, 0.42], [-1.35, -2.30, 0.50], [-2.91, -3.34, -1.94], [-1.93, -4.32, -0.88], [-0.85, -2.00, -2.57], [-0.80, -3.65, -3.07], [0.65, -5.32, -1.77], [2.82, -5.53, -0.58], [3.89, -3.48, 0.36], [2.74, -1.31, 0.08], [0.23, 3.79, 4.14], [1.26, 2.95, 3.39], [0.86, 1.49, 3.28], [-0.59, 1.31, 2.20], [-0.21, 0.15, 1.19], [-1.88, 0.62, 3.25], [-1.77, -0.86, 3.60], [-0.60, -1.27, 4.48], [0.56, 4.82, 4.22], [0.08, 3.41, 5.15], [-0.74, 3.80, 3.63], [2.22, 2.97, 3.91], [1.46, 3.36, 2.39], [0.61, 1.05, 4.25], [1.61, 0.85, 2.81], [-2.81, 0.84, 2.72], [-1.84, 1.27, 4.12], [-1.77, -1.44, 2.67], [-2.71, -1.10, 4.09], [0.36, -1.20, 3.96], [-0.72, -2.30, 4.81], [-0.55, -0.65, 5.38]]
}


{
  "formula": "C39H45GeI2N9O4PSSbSe4Yb",
  "method": "ωB97M-V/def2-TZVPD",
  "lumo_ev": -6.672,
  "e_tot_ev": -455053.753,
  "total_charge": 2,
  "homo_lumo_gap_ev": 4.396,
  "species": ["Yb", "C", "N", "C", "C", "N", "C", "P", "C", "N", "C", "C", "N", "C", "C", "N", "C", "C", "N", "C", "H", "H", "H", "H", "H", "H", "H", "H", "H", "H", "H", "H", "H", "H", "H", "I", "C", "I", "H", "H", "C", "C", "S", "O", "O", "C", "C", "N", "C", "N", "C", "C", "N", "O", "O", "C", "H", "H", "H", "H", "H", "H", "H", "H", "H", "H", "H", "H", "H", "C", "C", "C", "C", "C", "C", "Ge", "C", "C", "C", "C", "C", "C", "C", "C", "C", "C", "C", "C", "H", "H", "H", "H", "H", "H", "H", "H", "H", "H", "H", "H", "H", "H", "H", "Se", "Sb", "Se", "Se", "Se"],
  "positions_angstrom": [[-0.29, -0.29, -1.05], [-4.76, -0.25, 2.62], [-3.38, -0.27, 2.19], [-2.34, -0.51, 3.05], [-1.21, -0.50, 2.33], [-1.51, -0.17, 1.02], [-2.84, -0.05, 0.94], [-3.78, 0.53, -0.52], [-3.39, -0.78, -1.73], [-2.17, -1.22, -2.02], [-2.29, -2.12, -3.08], [-3.61, -2.23, -3.37], [-4.30, -1.39, -2.55], [-5.76, -1.37, -2.37], [-2.72, 1.88, -1.08], [-1.39, 1.90, -1.30], [-1.07, 3.13, -1.82], [-2.21, 3.91, -1.80], [-3.23, 3.12, -1.40], [-4.64, 3.55, -1.46], [-4.79, -0.27, 3.71], [-5.31, 0.62, 2.23], [-5.32, -1.10, 2.22], [-2.60, -0.69, 4.08], [-0.20, -0.71, 2.71], [-1.46, -2.66, -3.46], [-4.17, -2.83, -4.09], [-6.26, -1.60, -3.29], [-6.07, -2.08, -1.61], [-6.07, -0.33, -2.09], [-0.08, 3.40, -2.11], [-2.28, 4.92, -2.11], [-4.67, 4.61, -1.65], [-5.07, 3.02, -2.33], [-5.13, 3.27, -0.53], [3.92, 1.60, 0.06], [4.15, 2.20, -1.99], [2.87, 3.61, -2.92], [3.94, 1.29, -2.49], [5.15, 2.54, -2.12], [1.04, -6.77, -5.07], [2.05, -6.53, -3.92], [1.30, -5.54, -2.64], [1.03, -4.19, -3.14], [0.17, -6.18, -2.00], [2.69, -5.37, -1.47], [2.10, -5.49, -0.10], [1.25, -4.34, 0.23], [1.60, -3.02, 0.25], [0.51, -2.24, 0.36], [-0.55, -3.07, 0.37], [-0.15, -4.35, 0.32], [-0.94, -5.52, 0.63], [-0.39, -6.49, 1.11], [-2.15, -5.39, 0.50], [3.06, -2.61, 0.29], [1.48, -7.46, -5.82], [0.72, -5.81, -5.49], [0.21, -7.19, -4.56], [2.94, -5.95, -4.16], [2.30, -7.45, -3.40], [3.17, -4.43, -1.74], [3.31, -6.24, -1.67], [2.90, -5.55, 0.64], [1.46, -6.40, -0.02], [-1.60, -2.79, 0.49], [3.56, -2.58, -0.65], [3.60, -3.36, 0.90], [3.17, -1.64, 0.79], [4.96, 5.40, 0.93], [5.16, 5.02, 2.26], [4.06, 4.72, 3.04], [2.77, 4.92, 2.49], [2.56, 5.24, 1.12], [3.69, 5.52, 0.37], [1.32, 4.25, 3.51], [-0.37, 4.63, 2.85], [-1.23, 3.58, 2.49], [-2.42, 3.88, 1.84], [-2.77, 5.19, 1.63], [-1.84, 6.23, 1.82], [-0.63, 5.95, 2.39], [1.55, 2.56, 4.30], [0.45, 2.04, 5.05], [0.58, 0.78, 5.55], [1.70, -0.01, 5.23], [2.72, 0.50, 4.44], [2.65, 1.78, 3.95], [5.87, 5.57, 0.36], [6.14, 4.85, 2.66], [4.18, 4.29, 4.01], [1.57, 5.34, 0.68], [3.54, 5.82, -0.68], [-0.99, 2.57, 2.76], [-3.10, 3.14, 1.51], [-3.74, 5.47, 1.25], [-2.09, 7.23, 1.50], [0.08, 6.71, 2.61], [-0.44, 2.61, 5.26], [-0.19, 0.40, 6.20], [1.78, -0.94, 5.73], [3.57, -0.15, 4.20], [3.51, 2.18, 3.41], [4.40, -3.33, -4.86], [2.58, -1.88, -5.01], [0.63, -2.53, -6.38], [2.36, -1.00, -7.29], [1.90, -0.30, -2.98]]
}


{
  "formula": "C21H36B2BrN2O10",
  "method": "ωB97M-V/def2-TZVPD",
  "lumo_ev": 2.008,
  "e_tot_ev": -117206.055,
  "total_charge": -1,
  "homo_lumo_gap_ev": 6.062,
  "species": ["C", "C", "C", "Br", "B", "N", "C", "C", "C", "N", "C", "C", "C", "C", "C", "C", "C", "O", "O", "B", "O", "O", "H", "H", "H", "H", "H", "H", "H", "H", "H", "H", "H", "H", "H", "H", "H", "H", "H", "H", "H", "H", "H", "H", "H", "H", "C", "C", "C", "O", "C", "O", "O", "H", "H", "H", "H", "H", "H", "C", "C", "C", "O", "C", "O", "O", "H", "H", "H", "H", "H", "H"],
  "positions_angstrom": [[0.60, 5.40, 1.76], [0.29, 3.82, 1.31], [-0.54, 2.99, 2.45], [-1.73, 4.34, 3.41], [-1.40, 1.70, 1.89], [-1.47, 0.71, 3.07], [-0.68, 0.87, 0.66], [0.61, -0.07, 1.18], [1.70, -0.06, -0.09], [1.31, -1.01, -1.21], [0.60, -0.30, -2.34], [1.63, 0.67, -3.21], [2.56, -0.03, -4.40], [3.61, 0.88, -5.31], [3.76, 2.51, -4.99], [2.86, 3.25, -3.83], [1.79, 2.30, -2.97], [0.97, 3.03, -1.97], [-2.79, 2.11, 1.63], [-2.98, 2.66, 0.28], [-2.75, 4.06, -0.16], [-3.47, 1.72, -0.79], [0.93, 5.49, 2.88], [-0.29, 6.12, 1.50], [1.52, 5.77, 1.10], [-0.19, 3.82, 0.24], [1.37, 3.32, 1.23], [0.26, 2.67, 3.28], [-2.23, 1.13, 3.68], [-0.57, 0.68, 3.60], [-0.24, 1.54, -0.20], [-1.42, 0.09, 0.16], [1.15, 0.52, 2.05], [0.29, -1.16, 1.46], [2.72, -0.46, 0.37], [1.91, 1.04, -0.43], [2.23, -1.32, -1.64], [-0.39, 0.25, -2.04], [0.27, -1.16, -3.11], [2.46, -1.20, -4.62], [4.27, 0.42, -6.17], [4.51, 3.21, -5.59], [2.93, 4.41, -3.56], [1.21, 4.00, -1.97], [-2.04, 4.04, -0.89], [-2.83, 1.75, -1.57], [-5.60, -2.79, 3.87], [-4.83, -2.03, 4.93], [-5.02, -0.55, 4.88], [-3.83, -0.06, 5.47], [-2.87, -1.01, 5.23], [-1.68, -0.86, 5.43], [-3.43, -2.16, 4.74], [-5.28, -3.84, 3.84], [-6.68, -2.75, 4.06], [-5.41, -2.38, 2.87], [-5.07, -2.43, 5.92], [-5.90, -0.21, 5.44], [-5.09, -0.15, 3.86], [3.52, -6.60, -2.91], [3.37, -5.11, -3.11], [2.99, -4.36, -1.86], [2.33, -3.22, -2.38], [1.80, -3.60, -3.58], [1.01, -2.93, -4.23], [2.28, -4.82, -3.97], [3.61, -7.11, -3.87], [4.41, -6.83, -2.30], [2.64, -7.03, -2.41], [4.27, -4.70, -3.57], [3.86, -4.07, -1.27], [2.29, -4.91, -1.22]]
}